No. 1
{
  "formula": "C45H105N15O15",
  "method": "wB97M-V/def2-TZVPD",
  "homo_lumo_gap_ev": 8.668,
  "total_charge": 0,
  "homo_energy_ev": -8.78,
  "symbols": ["C", "O", "N", "C", "C", "H", "H", "H", "H", "H", "H", "H", "C", "O", "N", "C", "C", "H", "H", "H", "H", "H", "H", "H", "C", "O", "N", "C", "C", "H", "H", "H", "H", "H", "H", "H", "C", "O", "N", "C", "C", "H", "H", "H", "H", "H", "H", "H", "C", "O", "N", "C", "C", "H", "H", "H", "H", "H", "H", "H", "C", "O", "N", "C", "C", "H", "H", "H", "H", "H", "H", "H", "C", "O", "N", "C", "C", "H", "H", "H", "H", "H", "H", "H", "C", "O", "N", "C", "C", "H", "H", "H", "H", "H", "H", "H", "C", "O", "N", "C", "C", "H", "H", "H", "H", "H", "H", "H", "C", "O", "N", "C", "C", "H", "H", "H", "H", "H", "H", "H", "C", "O", "N", "C", "C", "H", "H", "H", "H", "H", "H", "H", "C", "O", "N", "C", "C", "H", "H", "H", "H", "H", "H", "H", "C", "O", "N", "C", "C", "H", "H", "H", "H", "H", "H", "H", "C", "O", "N", "C", "C", "H", "H", "H", "H", "H", "H", "H", "C", "O", "N", "C", "C", "H", "H", "H", "H", "H", "H", "H"],
  "xyz": [[-31.4599, 6.9639, 17.5825], [-32.0920, 6.5958, 16.5940], [-31.8623, 8.0152, 18.2971], [-31.3578, 8.2887, 19.6525], [-33.0721, 8.7726, 17.9307], [-30.5881, 6.4479, 17.9956], [-30.3171, 7.9954, 19.7783], [-32.0639, 7.9302, 20.3984], [-31.3000, 9.3791, 19.6949], [-32.7687, 9.7585, 18.2759], [-33.1277, 8.8146, 16.8458], [-33.8880, 8.2160, 18.3900], [-31.7118, 10.4858, 23.8739], [-31.3613, 9.7615, 24.7849], [-31.0448, 11.5838, 23.5000], [-29.7219, 11.8640, 24.0365], [-31.5309, 12.5456, 22.5211], [-32.5932, 10.2838, 23.2576], [-29.2996, 10.9720, 24.4840], [-29.7341, 12.6923, 24.7556], [-29.0010, 12.3233, 23.3612], [-32.3267, 12.1093, 21.9180], [-31.8070, 13.5000, 22.9755], [-30.6934, 12.7885, 21.8609], [-30.7772, 16.3090, 20.1596], [-30.6495, 16.6190, 21.3328], [-31.9224, 16.4074, 19.4742], [-31.9458, 16.0718, 18.0518], [-33.1335, 16.8392, 20.0998], [-30.0509, 15.7648, 19.5326], [-31.7734, 16.9639, 17.4564], [-32.8330, 15.4810, 17.8221], [-31.1818, 15.3095, 17.8759], [-33.1963, 16.6864, 21.1767], [-33.1952, 17.9380, 20.1074], [-34.0840, 16.5054, 19.6880], [-31.2521, 15.8190, 13.6620], [-31.0008, 15.4005, 14.7894], [-32.5066, 16.1778, 13.3383], [-33.5804, 16.3189, 14.3052], [-32.8672, 16.2927, 11.9455], [-30.5448, 15.7761, 12.8246], [-33.2258, 16.2382, 15.3264], [-34.3889, 15.6177, 14.0971], [-33.9985, 17.3234, 14.2048], [-33.0459, 15.3240, 11.4815], [-33.7285, 16.9667, 11.8551], [-32.2523, 16.9467, 11.3154], [-29.1735, 17.5221, 16.3322], [-29.1410, 18.7314, 16.5150], [-28.1243, 16.7266, 16.1094], [-28.2672, 15.2993, 15.8860], [-26.7470, 17.2376, 16.1445], [-30.1742, 17.0630, 16.2731], [-29.2978, 14.9559, 15.9767], [-27.6413, 14.7115, 16.5561], [-28.0028, 15.1030, 14.8426], [-26.7471, 18.3209, 16.0693], [-26.2885, 16.9815, 17.1000], [-26.2334, 16.7653, 15.3098], [-24.5990, 13.2029, 17.2929], [-23.4697, 13.6367, 17.1675], [-25.4626, 13.0679, 16.2635], [-26.5151, 12.0772, 16.3616], [-25.0910, 13.4286, 14.9242], [-25.0229, 12.9445, 18.2742], [-26.7818, 11.7038, 17.3510], [-26.1500, 11.1323, 15.9323], [-27.4123, 12.3582, 15.8121], [-24.3115, 14.1738, 14.7699], [-24.6133, 12.5918, 14.3983], [-25.9565, 13.7293, 14.3357], [-33.7388, 8.5988, 14.1978], [-34.8608, 8.6626, 13.7290], [-32.9091, 9.6245, 14.4728], [-31.4896, 9.3833, 14.7289], [-33.3368, 10.9756, 14.1576], [-33.1960, 7.6717, 14.4687], [-31.0324, 10.3150, 15.0766], [-30.9951, 9.1712, 13.7816], [-31.3588, 8.7466, 15.6023], [-32.6141, 11.4783, 13.5069], [-34.3002, 10.9507, 13.6555], [-33.4517, 11.6336, 15.0236], [-25.5924, 10.6737, 21.7381], [-25.4589, 10.7229, 22.9427], [-26.7168, 10.4177, 21.0415], [-26.6567, 10.3417, 19.5634], [-28.0119, 10.5205, 21.6841], [-24.7476, 10.8093, 21.0390], [-27.5722, 10.7694, 19.1609], [-26.6472, 9.2676, 19.3706], [-25.7409, 10.7661, 19.1632], [-27.8898, 10.4539, 22.7608], [-28.3514, 11.5530, 21.5497], [-28.8297, 9.8516, 21.4211], [-24.8953, 15.0378, 20.7025], [-23.9854, 14.3198, 20.3773], [-26.2119, 14.7275, 20.5609], [-27.3160, 15.4690, 21.1698], [-26.5538, 13.4756, 19.9196], [-24.8070, 16.0758, 21.0591], [-28.2211, 15.4364, 20.5668], [-27.0174, 16.5124, 21.2413], [-27.6101, 14.9892, 22.1044], [-26.0292, 12.6396, 20.3971], [-27.6282, 13.3339, 19.8463], [-26.1495, 13.3929, 18.9023], [-27.7257, 11.3052, 11.9025], [-26.9370, 11.4218, 12.8248], [-28.8870, 11.9483, 11.8018], [-29.7931, 11.6347, 10.6921], [-29.3853, 12.8627, 12.8270], [-27.4865, 10.6943, 11.0183], [-30.6434, 11.0859, 11.1062], [-29.2507, 11.0202, 9.9802], [-30.2065, 12.5038, 10.1816], [-30.0732, 13.5600, 12.3466], [-30.0682, 12.2441, 13.4148], [-28.6455, 13.3758, 13.4270], [-28.2801, 8.5017, 17.0516], [-28.1871, 7.9837, 18.1467], [-27.7676, 8.0971, 15.8692], [-28.1743, 8.6262, 14.5890], [-26.8230, 6.9566, 15.8757], [-28.8014, 9.4751, 16.9668], [-27.2676, 8.6797, 13.9804], [-28.5926, 9.6314, 14.5577], [-28.8679, 7.9210, 14.1227], [-27.2479, 6.1378, 15.2932], [-25.8913, 7.3238, 15.4567], [-26.7632, 6.5700, 16.8883], [-30.8980, 12.7912, 16.4164], [-29.7329, 12.6335, 16.0925], [-31.4323, 12.4572, 17.6003], [-30.5299, 11.9048, 18.6102], [-32.8008, 12.6887, 17.9828], [-31.6217, 13.1094, 15.6471], [-29.9094, 12.7156, 18.9963], [-29.8355, 11.1280, 18.2842], [-31.0585, 11.4090, 19.4250], [-32.8749, 13.3528, 18.8558], [-33.4301, 13.1511, 17.2265], [-33.2259, 11.7584, 18.3530], [-35.3776, 15.8917, 22.8420], [-36.4298, 15.8817, 22.2397], [-34.3643, 15.0085, 22.6792], [-34.3429, 13.9764, 21.6366], [-33.1701, 15.0451, 23.4886], [-35.1479, 16.6119, 23.6466], [-33.8935, 13.0221, 21.8983], [-33.8161, 14.3924, 20.7741], [-35.3778, 13.8515, 21.3193], [-33.0077, 14.1298, 24.0709], [-32.2868, 15.0703, 22.8423], [-33.1875, 15.8668, 24.2018], [-36.5774, 11.0094, 17.5442], [-35.3713, 11.1716, 17.5693], [-37.2436, 9.9513, 17.0464], [-38.6635, 9.7204, 17.0389], [-36.4419, 8.9495, 16.3151], [-37.3009, 11.6472, 18.0831], [-38.9645, 9.1742, 16.1452], [-39.3070, 10.6006, 17.0526], [-38.9486, 9.0899, 17.8861], [-36.7532, 8.0032, 16.7713], [-36.6557, 8.8793, 15.2520], [-35.3870, 9.0911, 16.5080], [-34.9069, 10.3186, 20.6486], [-33.9136, 11.0157, 20.7875], [-35.7761, 9.9950, 21.6293], [-35.5932, 10.4478, 22.9836], [-37.1374, 9.5623, 21.3584], [-35.1579, 9.8122, 19.7063], [-35.8307, 9.6827, 23.7288], [-36.2524, 11.2815, 23.2450], [-34.5622, 10.7111, 23.1911], [-37.3338, 9.3738, 20.3048], [-37.3603, 8.6876, 21.9703], [-37.8134, 10.3591, 21.6829]]
}



No. 2
{
  "formula": "C4H5Cl2NO",
  "method": "wB97M-V/def2-TZVPD",
  "spin_multiplicity": 3,
  "homo_lumo_gap_ev": [5.958, 7.088],
  "total_charge": 0,
  "homo_energy_ev": [-5.42, -9.49],
  "symbols": ["C", "C", "C", "C", "N", "O", "Cl", "Cl", "H", "H", "H", "H", "H"],
  "xyz": [[-2.2212, 1.3130, -0.7372], [-1.4207, 0.7027, 0.0991], [0.1470, -0.0517, -0.4561], [2.1516, -1.0910, 0.3086], [0.9472, -0.2859, 0.5376], [0.0565, -0.2445, -1.6345], [-3.7969, 1.8517, -0.3469], [-1.6219, 0.6786, 1.7736], [-2.0293, 1.1681, -1.8735], [1.9965, -1.9390, 1.0342], [2.1669, -1.4357, -0.6783], [3.0201, -0.5276, 0.3864], [0.6043, -0.1386, 1.5868]]
}



No. 3
{
  "formula": "C6H8OS",
  "method": "wB97M-V/def2-TZVPD",
  "homo_lumo_gap_ev": 8.167,
  "total_charge": 0,
  "homo_energy_ev": -8.29,
  "symbols": ["C", "C", "C", "C", "C", "C", "O", "S", "H", "H", "H", "H", "H", "H", "H", "H"],
  "xyz": [[-0.3289, -2.2101, 1.1892], [0.4196, -2.4762, 0.0700], [-0.6725, -0.8658, 1.3495], [0.0702, 0.1261, -0.2491], [0.9538, 1.1786, 0.3686], [-1.1661, 0.6306, -0.9724], [-1.1253, -0.1144, 2.2109], [0.9653, -1.2619, -0.9378], [-0.8523, -2.9531, 1.7515], [0.6385, -3.4156, -0.3803], [1.5967, 1.6094, -0.4748], [1.6381, 0.6996, 1.1434], [0.3905, 1.9866, 0.8974], [-1.2122, 1.6009, -0.6230], [-2.0023, 0.1028, -0.6773], [-0.9231, 0.6388, -2.0314]]
}



| no. | calculated total energy (a.u.) |
| --- | --- |
| 1 | -3727.464603 |
| 2 | -1205.588248 |
| 3 | -706.768925 |